C45H37Cl5CrN8O6S | ωB97M-V/def2-TZVPD

ORCA input file:
```
! RIJCOSX wB97M-V def2-TZVPD def2/J DEFGRID3
* xyz -1 4
C -2.31990 1.40319 -1.63612
N -0.94920 1.07366 2.39511
H 1.11907 -2.35010 -6.32875
C -2.35110 2.64824 -3.76276
Cl -0.20228 1.08287 -3.19007
H -3.33000 -0.82196 5.88223
H 0.40880 2.96544 6.74499
H 0.84137 3.52634 1.47587
C -2.93957 -1.55684 0.70945
H -1.27556 3.64022 -0.57861
O 2.90359 1.76418 -0.48656
Cr -0.91516 0.04931 -0.74818
S 1.79033 -1.53831 3.05034
C 1.34413 -1.61221 -1.46285
Cl -5.71270 3.56838 -1.81431
H -4.10007 -1.75784 3.88211
C 5.91846 -4.06120 -1.47560
H -0.56608 -5.91689 -4.66753
Cl -1.56581 3.05605 -5.23930
C -0.24670 3.64632 -0.91997
N 0.94376 -3.72528 -0.69638
C 0.12911 3.50747 3.40680
H -3.18238 -2.63556 -4.54086
C 1.72052 -3.08838 -1.73287
H 1.98786 -1.73078 -4.10683
C 1.43497 -2.65043 -4.23594
C 1.50973 4.56927 -2.23421
Cl -4.35549 4.29719 -4.52113
C 0.57629 2.60361 -0.47728
H -4.40856 -2.79581 1.65151
H -0.48224 5.39823 -2.12728
H 2.57311 1.50180 1.55882
C 0.19293 4.62377 -1.78879
C -3.30435 0.15055 5.38114
C -3.70242 -1.98466 1.77749
H -4.58403 -1.17520 -3.21526
C -0.34120 4.81010 3.45036
H 3.76315 0.45262 0.77838
H 0.29275 0.72131 6.25247
H 1.88113 5.30748 -2.93302
C -2.00353 -0.52682 0.83192
C 2.78471 0.91148 0.66494
C -2.60538 -1.58216 -2.86838
C 4.95074 -5.04405 -1.33431
C 0.41771 2.83376 4.60649
O 0.89973 1.58866 4.47024
C -1.77207 1.77198 -2.85873
C 1.92927 2.59806 -0.86670
H -3.97383 -0.70897 -1.67833
H 5.23836 -6.07195 -1.15234
C 0.93963 -3.00227 -5.48350
Cl -4.33289 1.63175 0.16648
C 0.21689 -4.17600 -5.65057
H 1.24127 -4.55798 -0.21916
C -2.58832 -0.41365 3.18365
H 3.88936 -1.39018 -1.95458
O -2.30296 0.19086 4.38874
H -3.04864 0.91790 6.11006
C 3.21066 -3.39444 -1.63445
C -0.00484 -4.99769 -4.55426
C 1.18817 0.81975 5.63176
H 6.96778 -4.31461 -1.40106
O -0.45994 -3.10391 1.00090
C 0.22100 -2.80399 0.05147
N -2.41936 -2.19691 -4.05951
C 3.60934 -4.71082 -1.41727
C -3.54284 1.99149 -1.34492
C 2.35423 3.58686 -1.77024
H -0.90899 6.47601 4.67505
H 3.38948 3.54460 -2.08012
C -4.18312 2.87481 -2.21674
C -3.53000 -1.41002 3.03181
H 2.86943 -5.49602 -1.31393
N 0.42011 -1.53709 -0.49509
N -0.04496 1.57396 0.30430
N 4.19673 -0.31271 3.91295
H -0.16429 -4.44992 -6.62642
H 6.27547 -1.97357 -1.80134
H -0.55037 5.31342 2.51377
H 2.03191 0.14623 0.53228
H 0.26776 -5.26374 -2.44818
C 5.52942 -2.75135 -1.70305
C -0.54431 5.45831 4.66017
O -1.63163 -1.35346 -2.13959
C 1.20380 -3.46412 -3.12945
H -3.03872 -2.08164 -0.23114
C 3.20866 -0.81580 3.55334
C -0.20207 1.82500 1.58703
C -0.28376 4.78184 5.83973
C -3.58545 3.20495 -3.43081
C -1.83692 0.03369 2.08536
C 4.18540 -2.41606 -1.78896
H -0.44416 5.26930 6.79283
H 1.49099 -0.15321 5.25283
N 0.40757 2.91590 2.15068
N -3.87447 -1.27151 -2.51007
H -0.83456 1.22757 3.38375
H -1.48287 -2.52239 -4.25222
O 1.77847 -0.66422 -2.10983
C 0.48267 -4.64067 -3.30512
C 0.19070 3.47781 5.81928
H -4.28828 0.36164 4.95277
H 1.99983 1.28022 6.19919
*
```

HOMO energy (spin up / spin down) (eV): -4.0 / -4.0
Orbital gap (spin up / spin down) (eV): 5.810 / 5.816
DFT total energy (Ha): -6370.35052
LUMO (spin up / spin down) (eV): 1.813 / 1.819

Results of the Löwdin charge analysis, in e, for atoms 1 through 5: -0.255, 0.197, 0.102, -0.707, 0.851